# 1
Below is a structure of composition C39H63BN9OPS3V, with properties calculated with ωB97M-V/def2-TZVPD.

LUMO energy (alpha / beta), eV: -8.8 / -11.4
Net charge: +3
Multiplicity: 3

Structure (XYZ):
```
118
Properties=species:S:1:pos:R:3:forces:R:3
V 0.565 -1.375 -1.605 -0.6 -0.4 0.0
C -4.138 -1.259 0.302 0.0 0.0 0.0
C -2.933 -0.487 0.740 0.0 -0.1 0.0
C -2.995 0.667 1.463 0.0 0.1 0.0
C -1.823 1.381 1.827 -0.1 0.1 0.0
N -0.632 0.926 1.520 -0.1 -0.1 -0.1
N -0.577 -0.216 0.819 0.3 0.1 0.0
B 0.794 -0.825 0.462 0.3 -0.3 0.4
N 1.015 -2.188 1.225 -0.2 0.3 0.1
N 0.587 -2.183 2.487 0.0 -0.1 -0.1
C 0.703 -3.293 3.185 0.0 0.0 0.1
C 1.300 -4.440 2.616 0.0 0.0 0.1
C 1.739 -4.447 1.319 0.1 -0.1 0.0
C 2.352 -5.649 0.670 0.0 0.1 0.0
C 1.538 -3.246 0.607 0.1 -0.1 -0.2
S 1.947 -3.109 -1.101 0.6 -0.3 0.5
C 0.179 -3.304 4.609 0.0 0.0 0.0
C -0.888 -4.405 4.718 0.0 0.0 0.0
C 1.346 -3.618 5.559 0.0 0.0 0.0
C -0.440 -1.957 4.977 0.0 0.0 0.0
N 2.071 0.043 0.790 -0.2 -0.1 -0.2
N 2.288 0.256 2.059 0.3 0.1 0.1
C 3.454 0.806 2.433 -0.2 -0.1 0.1
C 4.403 1.180 1.478 0.0 0.0 -0.1
C 4.187 0.950 0.136 0.0 0.0 0.0
C 5.207 1.299 -0.902 0.0 0.0 0.0
C 2.962 0.330 -0.186 0.0 0.0 0.0
S 2.582 -0.105 -1.803 0.3 0.0 0.1
C 3.675 0.912 3.927 0.0 -0.1 0.0
C 3.821 -0.533 4.444 0.0 0.0 0.0
C 4.933 1.712 4.259 0.0 0.0 0.0
C 2.448 1.560 4.579 0.0 0.0 0.0
C -1.633 -0.908 0.380 -0.1 -0.1 -0.1
S -1.332 -2.300 -0.633 -0.1 0.1 0.2
C -1.944 2.727 2.522 0.0 -0.1 0.0
C -2.939 2.624 3.688 0.0 0.0 0.0
C -0.597 3.202 3.055 0.1 0.0 0.0
C -2.465 3.724 1.473 0.0 0.0 0.0
H -5.052 -0.776 0.641 0.0 0.0 0.0
H -4.113 -2.274 0.702 0.0 0.0 0.0
H -4.162 -1.343 -0.786 0.0 0.0 0.0
H -3.961 1.065 1.747 0.0 0.0 0.0
H 1.399 -5.337 3.213 0.0 0.0 0.0
H 2.467 -6.456 1.389 0.0 0.0 0.0
H 3.332 -5.414 0.254 0.0 0.0 0.0
H 1.725 -6.005 -0.150 0.0 0.0 0.0
H -0.482 -5.400 4.531 0.0 0.0 0.0
H -1.713 -4.232 4.025 0.0 0.0 0.0
H -1.294 -4.408 5.730 0.0 0.0 0.0
H 1.803 -4.585 5.344 0.0 0.0 0.0
H 0.974 -3.654 6.583 0.0 0.0 0.0
H 2.122 -2.852 5.509 0.0 0.0 0.0
H -1.305 -1.730 4.350 0.0 0.0 0.0
H 0.273 -1.138 4.877 0.0 0.0 0.0
H -0.774 -1.997 6.014 0.0 0.0 0.0
H 5.331 1.632 1.799 0.0 0.0 0.0
H 6.028 1.853 -0.454 0.0 0.0 0.0
H 4.775 1.904 -1.700 0.0 0.0 0.0
H 5.612 0.394 -1.359 0.0 0.0 0.0
H 4.687 -1.033 4.005 0.0 0.0 0.0
H 2.924 -1.113 4.220 0.0 0.0 0.0
H 3.957 -0.511 5.526 0.0 0.0 0.0
H 5.845 1.222 3.912 0.0 0.0 0.0
H 5.013 1.799 5.342 0.0 0.0 0.0
H 4.897 2.725 3.854 0.0 0.0 0.0
H 1.550 0.974 4.384 0.0 0.0 0.0
H 2.290 2.576 4.214 0.0 0.0 0.0
H 2.605 1.609 5.656 0.0 0.0 0.0
H -2.694 1.794 4.353 0.0 0.0 0.0
H -3.972 2.512 3.355 0.0 0.0 0.0
H -2.894 3.542 4.274 0.0 0.0 0.0
H -0.263 2.574 3.881 0.0 0.0 0.0
H -0.704 4.220 3.429 0.0 0.0 0.0
H 0.175 3.198 2.286 0.0 0.0 0.0
H -3.411 3.400 1.032 0.0 0.0 0.0
H -1.733 3.861 0.672 0.0 0.0 0.0
H -2.636 4.693 1.942 0.0 0.0 0.0
O -0.247 -0.231 -2.655 -0.7 1.1 -1.3
P -1.115 0.498 -3.788 0.1 -0.2 0.4
N -0.166 0.476 -5.083 0.2 -0.1 -0.2
C 1.274 0.136 -5.162 -0.1 0.1 0.0
C 1.561 0.154 -6.664 0.0 0.0 0.0
C 0.566 1.175 -7.209 0.0 0.0 0.0
C -0.699 0.877 -6.415 0.0 0.0 0.1
N -2.501 -0.320 -3.927 -0.1 -0.1 -0.2
C -3.781 0.287 -4.413 0.1 -0.1 0.0
C -4.229 -0.657 -5.518 0.0 0.0 0.0
C -3.784 -2.023 -5.005 0.0 0.0 0.0
C -2.426 -1.751 -4.357 0.0 0.1 0.0
N -1.479 2.009 -3.366 0.1 0.2 0.3
C -2.373 2.351 -2.237 0.0 0.0 -0.1
C -2.486 3.861 -2.371 0.0 0.0 0.0
C -1.064 4.283 -2.744 0.0 0.0 -0.1
C -0.507 3.120 -3.585 -0.1 0.0 0.0
H 1.470 -0.846 -4.724 0.0 0.0 0.0
H 1.875 0.885 -4.638 0.0 0.0 0.0
H 1.369 -0.830 -7.094 0.0 0.0 0.0
H 2.597 0.414 -6.872 0.0 0.0 0.0
H 0.403 1.081 -8.281 0.0 0.0 0.0
H 0.910 2.191 -7.006 0.0 0.0 0.0
H -1.258 0.049 -6.856 0.0 0.0 0.0
H -1.365 1.737 -6.325 0.0 0.0 0.0
H -3.621 1.310 -4.747 0.0 0.0 0.0
H -4.504 0.298 -3.595 0.0 0.0 0.0
H -3.727 -0.412 -6.456 0.0 0.0 0.0
H -5.302 -0.599 -5.688 0.0 0.0 0.0
H -3.711 -2.773 -5.789 0.0 0.0 0.0
H -4.489 -2.391 -4.257 0.0 0.0 0.0
H -1.611 -1.880 -5.076 0.0 0.0 0.0
H -2.241 -2.397 -3.500 0.0 0.0 0.0
H -1.903 2.076 -1.282 0.0 0.0 0.0
H -3.324 1.830 -2.321 0.0 0.0 0.0
H -2.847 4.337 -1.461 0.0 0.0 0.0
H -3.183 4.100 -3.176 0.0 0.0 0.0
H -0.460 4.423 -1.847 0.0 0.0 0.0
H -1.044 5.217 -3.300 0.0 0.0 0.0
H 0.495 2.836 -3.256 0.0 0.0 0.0
H -0.459 3.358 -4.647 0.0 0.0 0.0
```
Positions in Å, forces in eV/Å.

Results of the Löwdin charge analysis, in e, for atoms 1 through 4:
1. V 0.3215
2. C -0.0227
3. C -0.2173
4. C 0.0948

***

# 2
Below is the ion C5H9N2O with charge +1, with properties calculated with ωB97M-V/def2-TZVPD.

Relative energy (zero: lowest compared OMol25 entry of this formula, charge and spin), kcal/mol: 116.6
LUMO energy, eV: -5.0
Net charge: +1

Structure (XYZ):
```
17
Properties=species:S:1:pos:R:3:forces:R:3
C -1.698 -1.458 0.284 -2.7 2.3 -0.2
C -1.867 -0.066 0.302 2.2 -2.9 0.6
C -0.529 -2.078 -0.044 3.3 2.1 0.6
C -0.805 0.943 0.299 4.8 1.1 -0.8
C 0.592 0.277 0.132 -0.7 -1.9 -0.4
N 1.702 0.494 0.977 0.7 -0.7 0.5
N 1.091 0.618 -1.307 0.2 -2.0 -1.2
O 0.238 -2.907 -0.179 -0.1 -0.9 -0.4
H -2.477 -2.236 0.408 -0.1 1.0 0.0
H -2.733 0.413 0.525 -3.3 0.4 0.4
H -0.772 1.696 -0.574 -1.3 -0.8 1.4
H -0.656 1.564 1.238 -1.3 -0.7 -0.8
H 2.230 -0.300 1.343 -0.6 -0.2 -0.7
H 1.822 1.164 1.722 -0.9 0.9 -0.3
H 0.369 0.697 -2.031 -0.1 1.0 0.4
H 1.652 -0.093 -1.795 -0.2 -1.0 0.9
H 1.841 1.273 -1.297 0.2 2.2 0.1
```
Positions in Å, forces in eV/Å.

Results of the Löwdin charge analysis, in e, for atoms 1 through 4:
1. C -0.0096
2. C 0.0348
3. C -0.1266
4. C -0.1525

***

# 3
Below is an isolated molecule of C3H4O2, with properties calculated with ωB97M-V/def2-TZVPD.

Relative energy (zero: lowest compared OMol25 entry of this formula, charge and spin), kcal/mol: 46.7
LUMO energy, eV: 0.7

Structure (XYZ):
```
9
Properties=species:S:1:pos:R:3:forces:R:3
O -2.384 -0.046 0.123 0.1 0.1 -0.7
C -1.301 0.354 -0.204 0.5 1.2 0.7
C -0.048 0.027 0.550 -0.1 -0.9 0.8
C 1.124 -0.422 -0.239 -0.7 -2.1 -1.1
O 1.014 0.864 0.192 0.9 1.9 0.6
H -1.060 1.190 -0.977 -0.7 -1.2 0.4
H -0.073 -0.276 1.626 -0.3 0.4 -1.0
H 1.831 -1.128 0.245 -0.3 0.7 -0.4
H 0.897 -0.564 -1.317 0.6 -0.1 0.6
```
Positions in Å, forces in eV/Å.

Results of the Löwdin charge analysis, in e, for atoms 1 through 4:
1. O 0.0708
2. C -0.2218
3. C -0.2547
4. C -0.1455

***

DFT total energy, respectively: -4596.01716; -380.26594; -267.11841 Eh.
Max |F|, respectively: 1.84; 4.98; 2.40 eV/A.